No. 1
# C35H52CsN7O2Si3

A structure of composition C35H52CsN7O2Si3 (ωB97M-V/def2-TZVPD, the Open Molecules 2025 dataset).

Total charge: -2
ΔE to the lowest compared entry with this formula, charge and spin, kcal per mole: 46.11
Frontier orbital gap, eV: 5.54

Last column: Mulliken charge in e.
Positions of all 100 atoms, in Å:
Cs -0.556 0.892 -0.734  1.444
O -0.543 3.096 0.391  -0.643
C -1.234 4.159 0.159  0.360
C -1.858 4.897 1.205  -0.428
C -2.590 6.047 0.978  -0.304
C -2.751 6.549 -0.311  -0.834
C -2.154 5.855 -1.358  -0.261
C -1.424 4.690 -1.157  0.590
C -0.808 4.035 -2.354  -0.759
N -1.230 3.037 -3.012  -0.174
C -2.452 2.367 -2.577  -0.876
C -2.728 1.106 -3.388  -0.754
N -1.598 0.186 -3.360  -0.161
C -1.800 -1.069 -3.453  0.465
C -3.064 -1.828 -3.474  0.238
C -3.206 -2.838 -4.426  -0.294
C -4.358 -3.602 -4.532  -0.683
C -5.390 -3.358 -3.615  -0.313
C -5.258 -2.415 -2.622  -0.742
C -4.071 -1.618 -2.460  0.155
O -3.918 -0.817 -1.491  -0.784
H -1.735 4.519 2.213  0.056
H -3.043 6.564 1.818  0.395
H -3.323 7.449 -0.497  0.339
H -2.266 6.224 -2.373  0.386
H 0.098 4.506 -2.750  0.364
H -3.302 3.045 -2.692  0.463
H -2.402 2.099 -1.520  -0.068
H -2.893 1.388 -4.434  0.295
H -3.642 0.663 -2.994  0.277
H -0.888 -1.668 -3.549  0.033
H -2.384 -3.012 -5.117  0.286
H -4.452 -4.366 -5.293  0.372
H -6.308 -3.936 -3.681  0.318
H -6.052 -2.250 -1.901  0.354
C 0.331 -4.218 -0.552  -1.045
Si 0.987 -2.891 0.627  -0.263
C 1.205 -3.796 2.288  -1.323
C -0.505 -1.758 0.899  -0.068
C 2.443 -2.006 0.027  1.812
Si 3.332 -0.949 1.169  0.061
C 4.791 -1.759 2.092  -1.233
C 4.128 0.590 0.376  -1.239
C 2.250 -0.222 2.552  -0.647
Si 3.350 -2.660 -1.366  -0.701
C 3.980 -4.442 -1.161  -1.122
C 4.883 -1.676 -1.875  -1.167
C 2.346 -2.652 -3.000  0.318
C 1.936 -3.795 -3.693  -0.208
C 1.204 -3.675 -4.864  -0.434
C 0.902 -2.407 -5.333  -0.263
C 1.349 -1.315 -4.600  -0.593
N 2.048 -1.422 -3.472  -0.123
H -0.637 -4.586 -0.195  0.479
H 1.007 -5.075 -0.644  0.283
H 0.178 -3.802 -1.553  0.118
H 0.383 -4.497 2.476  0.362
H 1.223 -3.082 3.118  0.349
H 2.148 -4.354 2.310  0.267
H -1.149 -1.736 0.013  0.537
H -0.173 -0.743 1.106  -0.911
H -1.119 -2.077 1.745  0.193
H 5.444 -2.276 1.379  0.271
H 4.429 -2.507 2.808  0.285
H 5.396 -1.024 2.636  0.341
H 5.155 0.396 0.054  0.346
H 4.153 1.423 1.088  0.396
H 3.557 0.908 -0.502  0.243
H 1.493 -0.926 2.906  -0.050
H 1.728 0.673 2.192  -0.001
H 2.872 0.069 3.408  0.447
H 4.640 -4.459 -0.287  0.245
H 4.536 -4.830 -2.022  0.308
H 3.151 -5.124 -0.947  0.346
H 5.620 -1.630 -1.065  0.232
H 4.591 -0.655 -2.130  0.282
H 5.361 -2.127 -2.751  0.386
H 2.183 -4.774 -3.295  0.348
H 0.861 -4.555 -5.396  0.384
H 0.319 -2.259 -6.234  0.389
H 1.114 -0.305 -4.922  0.263
C -1.372 4.599 4.896  -1.450
C -0.535 3.839 5.923  0.852
C -1.431 3.070 6.891  -1.643
C 0.486 2.930 5.228  -1.303
N -0.094 1.743 4.632  1.154
C -0.583 1.554 3.401  -0.954
N -1.069 0.345 3.337  0.074
N -0.901 -0.206 4.559  -0.621
N -0.312 0.625 5.349  -0.366
H -2.129 5.213 5.390  0.401
H -1.894 3.903 4.235  0.245
H -0.754 5.252 4.276  0.424
H 0.058 4.556 6.499  0.317
H -2.156 2.462 6.347  0.304
H -1.984 3.770 7.522  0.474
H -0.856 2.400 7.531  0.390
H 1.242 2.594 5.935  0.394
H 0.977 3.480 4.426  0.416
H -0.532 2.265 2.579  0.877

=====

No. 2
# C4H4N2S

A cluster of 2 separate species, C4H4N2S in total (ωB97M-V/def2-TZVPD, the Open Molecules 2025 dataset).

ΔE to the lowest compared entry with this formula, charge and spin, kcal per mole: 53.48
Frontier orbital gap, eV: 10.38

Last column: Mulliken charge in e.
Positions of all 11 atoms, in Å:
C 1.653 0.610 0.951  -0.378
C 1.315 0.375 2.243  -0.121
C -0.493 0.370 0.594  -0.041
C -1.964 -1.873 -2.425  -0.079
N 0.657 0.482 0.024  -0.457
N -2.061 -1.047 -3.260  -0.182
S -0.417 0.168 2.302  -0.111
H 2.671 0.573 0.628  0.367
H 1.818 0.669 3.240  0.312
H -1.251 0.308 -0.151  0.419
H -1.930 -0.635 -4.147  0.272

=====

No. 3
# C6H13NO

A structure of composition C6H13NO (ωB97M-V/def2-TZVPD, the Open Molecules 2025 dataset).

ΔE to the lowest compared entry with this formula, charge and spin, kcal per mole: 108.33
Frontier orbital gap, eV: 8.85

Last column: Mulliken charge in e.
Positions of all 21 atoms, in Å:
C 0.307 0.837 1.091  -1.860
C 0.142 -0.353 0.132  1.192
C 0.704 -0.233 -1.102  -0.472
N 1.418 0.914 -1.545  -0.601
C -0.689 -1.414 0.540  -1.090
C -2.333 -0.432 0.875  -0.172
C -3.067 -0.402 -0.252  -0.710
H -0.281 1.637 0.690  0.426
H 1.322 1.113 1.188  0.467
H -0.134 0.439 1.981  0.427
H 0.903 -1.125 -1.732  0.369
H 1.222 1.181 -2.506  0.223
H 1.266 1.749 -1.003  0.201
H -1.347 -2.091 0.029  0.502
H -0.683 -1.796 1.571  0.313
H -2.956 -0.194 1.753  0.323
H -4.046 0.105 -0.406  0.270
H -2.933 -1.124 -1.075  0.191
H 3.116 0.269 -0.574  0.374
H 4.294 0.858 0.235  0.302
O 3.775 0.060 0.110  -0.676

=====

No. 4
# C32H28MnN2O4P2

A structure of composition C32H28MnN2O4P2 (ωB97M-V/def2-TZVPD, the Open Molecules 2025 dataset).

Multiplicity: 6
Total charge: +2
ΔE to the lowest compared entry with this formula, charge and spin, kcal per mole: 76.28
Frontier orbital gap (alpha / beta), eV: 5.08 / 7.05

Last column: Löwdin spin population.
Positions of all 69 atoms, in Å:
Mn -1.477 -0.272 0.725  3.806
O -0.996 3.045 2.780  0.001
C -0.670 1.762 2.372  0.057
O -1.227 1.504 1.113  0.091
C -1.242 0.718 3.343  0.021
C -1.329 0.753 4.732  -0.001
C -1.839 -0.362 5.380  0.012
C -2.245 -1.498 4.665  0.003
C -2.131 -1.455 3.297  0.007
N -1.650 -0.361 2.702  -0.008
C -2.455 -2.470 2.242  0.012
O -2.915 -3.651 2.520  0.007
O -2.265 -2.165 1.058  0.031
H -1.893 3.248 2.481  0.001
H -1.018 1.631 5.282  0.000
H -1.928 -0.361 6.459  0.001
H -2.636 -2.354 5.199  0.000
H -3.047 -3.812 3.466  0.000
C 1.735 -0.615 -2.326  0.000
N 0.767 -0.229 -1.286  0.007
P -0.873 -0.005 -1.579  -0.054
C -1.184 1.652 -2.175  -0.006
C -2.490 2.139 -2.148  -0.002
C -2.757 3.417 -2.608  0.001
C -1.721 4.209 -3.089  -0.004
C -0.419 3.728 -3.108  0.000
C -0.146 2.449 -2.648  -0.005
C -1.414 -1.189 -2.804  -0.011
C -1.361 -2.551 -2.495  -0.004
C -1.720 -3.482 -3.452  0.001
C -2.139 -3.060 -4.710  -0.006
C -2.204 -1.708 -5.013  0.000
C -1.844 -0.765 -4.061  -0.006
P 1.005 -0.392 0.412  0.113
C 2.347 -1.568 0.579  0.031
C 2.083 -2.903 0.261  0.007
C 3.100 -3.838 0.308  0.000
C 4.381 -3.447 0.689  0.005
C 4.641 -2.127 1.024  0.000
C 3.626 -1.180 0.968  0.009
C 1.493 1.215 1.036  0.222
C 2.256 2.062 0.285  0.021
C 2.659 3.319 0.762  0.308
C 2.333 3.700 2.084  0.007
C 1.560 2.915 2.867  0.219
C 0.946 1.635 2.383  0.061
H 1.511 -0.089 -3.254  0.000
H 1.705 -1.687 -2.519  0.001
H 2.740 -0.340 -2.012  0.000
H -3.301 1.522 -1.774  0.001
H -3.769 3.796 -2.592  0.000
H -1.932 5.208 -3.447  0.000
H 0.383 4.350 -3.482  0.000
H 0.870 2.076 -2.656  0.000
H -1.046 -2.882 -1.510  0.000
H -1.680 -4.537 -3.220  0.000
H -2.420 -3.793 -5.454  0.000
H -2.535 -1.384 -5.990  0.000
H -1.897 0.291 -4.291  0.000
H 1.081 -3.210 -0.025  0.001
H 2.901 -4.870 0.056  0.000
H 5.176 -4.179 0.728  0.000
H 5.635 -1.829 1.326  0.000
H 3.827 -0.147 1.224  0.001
H 2.579 1.747 -0.702  -0.004
H 3.254 3.968 0.136  0.017
H 2.718 4.629 2.482  -0.005
H 1.330 3.220 3.879  0.009
H 1.173 0.856 3.124  0.025

=====

| no. | largest force on an atom (eV/A) |
| --- | --- |
| 1 | 2.39 |
| 2 | 2.56 |
| 3 | 6.80 |
| 4 | 0.34 |